Version i
ORCA calculation (the ωB97M-V functional and the def2-TZVPD basis) on C2H3N3O2 in the gas phase.

The geometry in XYZ format:
```
10
C2H3N3O2, DFT the ωB97M-V functional and the def2-TZVPD basis
O 0.4273 -0.4105 1.8017
O -1.7484 -1.1563 1.8981
N 1.2260 0.1556 0.7735
N -0.8077 -0.2620 0.0140
N 0.8613 0.5755 -1.5273
C -0.8141 -0.6686 1.3270
C 0.4599 0.1893 -0.2714
H -1.6364 -0.5582 -0.4820
H 1.8084 0.9344 -1.5311
H 0.2238 1.2008 -2.0024
```

Values from the calculation:
Lowest unoccupied orbital energy (eV): 0.48
M (g mol⁻¹): 101.06
HOMO-LUMO gap (eV): 9.99
SMILES: Nc1noc(=O)[nH]1
E_HOMO (eV): -9.51

Version ii
ORCA calculation (the ωB97M-V functional and the def2-TZVPD basis) on a 2-piece molecular cluster, C2H3N3O2 overall.

The geometry in XYZ format:
```
10
C2H3N3O2, DFT the ωB97M-V functional and the def2-TZVPD basis
O 0.5178 1.9825 0.2941
O 0.2970 -1.6612 1.2198
N 0.0011 -0.9787 -2.2618
N -0.3376 1.4996 2.3774
N -0.3528 -0.9047 -0.9041
C 0.0769 1.6603 1.2971
C 0.1039 -1.3615 0.1092
H 1.0159 -1.0399 -2.4969
H -0.3536 -0.0754 -2.5746
H -0.9688 0.8790 2.9397
```

Values from the calculation:
Lowest unoccupied orbital energy (eV): 0.38
M (g mol⁻¹): 101.06
HOMO-LUMO gap (eV): 9.71
SMILES: NN=C=O.N=C=O
E_HOMO (eV): -9.32

Version iii
ORCA calculation (the ωB97M-V functional and the def2-TZVPD basis) on C2H3N3O2 in the gas phase.

The geometry in XYZ format:
```
10
C2H3N3O2, DFT the ωB97M-V functional and the def2-TZVPD basis
O 1.4260 -0.2188 -0.5836
O 0.4440 -0.2229 1.8288
N 0.6587 0.4670 0.5198
N -1.5879 1.0581 0.8090
N 0.5873 -0.7188 -1.6391
C -0.7047 0.4079 -0.0078
C -0.6492 -0.5205 -1.3111
H -1.4639 -1.0171 -2.0824
H -0.3605 -0.9190 1.7532
H -2.6185 0.5013 0.4533
```

Values from the calculation:
Lowest unoccupied orbital energy (eV): -0.92
M (g mol⁻¹): 101.06
HOMO-LUMO gap (eV): 9.32
SMILES: [H]/N=c1\cnon1O
E_HOMO (eV): -10.24

Version iv
ORCA calculation (the ωB97M-V functional and the def2-TZVPD basis) on C2H3N3O2 as an isolated structure.

The geometry in XYZ format:
```
10
C2H3N3O2, DFT the ωB97M-V functional and the def2-TZVPD basis
O -2.8088 -0.3568 -0.6330
O -0.4099 1.2566 -0.6361
N -0.8108 -1.3616 0.2080
N 0.1088 1.8399 0.8886
N 1.7128 0.2131 -0.0726
C 0.6377 1.0049 0.1004
C -1.8606 -0.8645 -0.1812
H 1.6511 -0.4450 -0.8368
H 2.6150 0.6392 0.0732
H -0.7867 -2.0890 0.9038
```

Values from the calculation:
Lowest unoccupied orbital energy (eV): 0.52
M (g mol⁻¹): 101.06
HOMO-LUMO gap (eV): 9.98
E_HOMO (eV): -9.47

So which one is most stable? That would be version i, about 110.5 kJ/mol below the next structure.

Version i
ORCA calculation (the ωB97M-V functional and the def2-TZVPD basis) on C2H3N3O2 in the gas phase.

The geometry in XYZ format:
```
10
C2H3N3O2, DFT the ωB97M-V functional and the def2-TZVPD basis
O 2.3629 -0.3811 0.2731
O -2.2869 -0.5626 0.2376
N -0.8898 1.0848 -0.0715
N 1.0458 0.0346 -0.2159
N 0.1346 -1.0362 -0.2834
C 0.5174 1.2428 0.0673
C -0.9881 -0.2980 -0.0566
H 0.9745 2.3291 -0.0751
H -2.8451 0.2830 -0.0572
H 2.0534 -1.3138 -0.0227
```

Values from the calculation:
Lowest unoccupied orbital energy (eV): 0.34
M (g mol⁻¹): 101.06
HOMO-LUMO gap (eV): 9.98
SMILES: Oc1ncn(O)n1
E_HOMO (eV): -9.64

Version ii
ORCA calculation (the ωB97M-V functional and the def2-TZVPD basis) on a 2-piece molecular cluster, C2H3N3O2 overall.

The geometry in XYZ format:
```
10
C2H3N3O2, DFT the ωB97M-V functional and the def2-TZVPD basis
O -1.0034 1.6026 2.4418
O 1.0171 1.6719 0.3476
N 1.2211 0.7906 -0.4328
N -0.8853 -0.0423 0.2030
N 0.6412 -1.4510 -0.9636
C -1.0702 1.9457 1.3526
C 0.2140 -0.3155 -0.3438
H -0.0641 -2.0200 -1.4056
H 1.5452 -1.4415 -1.4093
H -1.6156 -0.7406 0.2101
```

Values from the calculation:
Lowest unoccupied orbital energy (alpha / beta) (eV): -1.00 / -1.00
M (g mol⁻¹): 101.06
HOMO-LUMO gap (alpha / beta) (eV): 8.21 / 8.21
E_HOMO (alpha / beta) (eV): -9.21 / -9.21

Version iii
ORCA calculation (the ωB97M-V functional and the def2-TZVPD basis) on C2H3N3O2 in the gas phase.

The geometry in XYZ format:
```
10
C2H3N3O2, DFT the ωB97M-V functional and the def2-TZVPD basis
O -2.0140 -0.0591 -2.0617
O -0.2892 1.2677 -1.3934
N 0.9758 -0.2670 1.4852
N 0.6735 1.2597 -0.3578
N -0.6014 -0.5418 -0.2432
C 0.4166 0.1844 0.3073
C -1.0983 0.1727 -1.3223
H 1.5027 0.4350 1.9861
H -1.0416 -1.3104 0.2357
H 1.4757 -1.1410 1.3642
```

Values from the calculation:
Lowest unoccupied orbital energy (eV): 0.47
M (g mol⁻¹): 101.06
HOMO-LUMO gap (eV): 10.12
SMILES: Nc1noc(=O)[nH]1
E_HOMO (eV): -9.65

Version iv
ORCA calculation (the ωB97M-V functional and the def2-TZVPD basis) on C2H3N3O2 as an isolated structure.

The geometry in XYZ format:
```
10
C2H3N3O2, DFT the ωB97M-V functional and the def2-TZVPD basis
O -0.0664 0.2611 1.0458
O 2.5738 -1.1669 0.2211
N 0.3182 1.9619 -0.8417
N -0.9566 -1.0830 -0.6228
N -0.0161 1.8445 0.2374
C 1.4460 -0.9813 -0.0149
C 0.1093 -0.7609 0.2695
H -0.2977 2.5118 0.8692
H -1.7750 -0.5254 -0.4308
H -1.3355 -2.0618 -0.7327
```

Values from the calculation:
Lowest unoccupied orbital energy (alpha / beta) (eV): 0.47 / 0.47
M (g mol⁻¹): 101.06
HOMO-LUMO gap (alpha / beta) (eV): 7.70 / 7.70
E_HOMO (alpha / beta) (eV): -7.23 / -7.23

So which one is most stable? That would be version iii, about 297.3 kJ/mol below the next structure.

Version i
ORCA calculation (the ωB97M-V functional and the def2-TZVPD basis) on a 12-piece molecular cluster, C45H90O18 overall.

The geometry in XYZ format:
```
153
C45H90O18, DFT the ωB97M-V functional and the def2-TZVPD basis
O 5.2226 3.5161 -0.6788
O 1.8384 0.1830 -3.6017
O 3.9167 -3.9327 -2.5439
O -1.8137 3.9662 3.5355
O -2.6766 3.7808 -4.0323
O 4.4306 3.7720 1.3835
O -0.2956 0.6986 -0.6610
O -5.5057 2.9799 -0.9616
O 4.4354 1.8059 0.3821
O 0.3812 -0.5552 0.9076
O -5.0386 1.6908 -2.6863
O -2.9191 -4.5675 -2.4461
O 0.9565 -5.3186 1.4086
O 2.2385 5.8316 -2.1277
O -4.3006 1.0475 -0.7947
O 1.3618 -2.3297 4.5663
O -4.6054 -0.5905 6.6250
O 0.0130 -1.5464 -1.0690
C 3.7591 -3.8452 -0.1794
C -4.4127 1.1301 0.6613
C 0.4038 3.2946 3.3806
C 1.6804 -0.8129 -4.6681
C 1.5685 -3.0682 5.7501
C -3.2974 -1.1782 4.6106
C 1.9208 3.4777 -1.8483
C -5.7204 2.7380 -3.4435
C 3.1513 0.7007 -3.6387
C -2.3210 2.6819 -4.9484
C 3.6627 1.1832 1.3985
C 4.7300 3.0921 0.4416
C 4.0071 -0.3073 -4.3741
C 5.5407 4.9174 -0.7429
C 0.3547 4.8095 3.0194
C 2.6755 4.5971 -2.7391
C -2.2484 -3.8745 -3.4314
C 3.0197 -0.8616 -5.3842
C 1.1356 -0.6502 6.1735
C -0.8581 3.1706 4.2314
C -1.0631 -5.0153 2.5970
C -4.9519 2.0227 -1.4064
C 1.7903 -1.0184 4.8528
C -1.0529 3.2070 -5.7220
C 4.2675 -5.2362 -0.6793
C -1.1651 5.1306 3.0077
C -0.4207 4.2338 -4.7867
C -4.6227 -2.0213 6.4562
C -4.1313 -2.6215 -2.9230
C 1.2641 4.2127 -0.7512
C -1.7206 4.8253 -4.1540
C 1.1573 -2.0682 6.8972
C -3.4668 -2.3656 5.4802
C 0.0091 -0.5772 -0.3548
C -2.7075 -2.4496 -3.3276
C 0.4095 -5.3594 2.7279
C -0.0036 -5.7522 0.5128
C 1.0575 5.6104 -1.3776
C 3.7884 -5.2776 -2.0879
C 0.7722 -1.8060 1.4397
C -4.2125 -4.1580 -2.5997
C -4.2447 -0.0635 5.3378
C -1.3186 -5.7198 1.2040
C 3.4155 -3.1277 -1.4751
C -0.8136 0.9121 -1.9591
H 2.8924 -0.9974 4.9725
H 3.1930 1.6808 -4.1686
H 1.5790 -0.3699 3.9803
H 2.8599 -3.9769 0.4184
H 0.0691 -0.4285 6.0014
H -0.3512 2.3543 -5.8334
H 1.4703 -1.7654 -4.2287
H 2.9623 -0.2558 -6.2669
H 4.8548 0.2250 -4.8669
H 0.9081 -4.6268 3.3627
H -4.3471 0.1063 1.0581
H -5.1488 3.6604 -3.4911
H 0.2993 2.7435 2.4293
H 2.7704 -5.6955 -2.1321
H -1.2040 -3.8716 -3.1273
H 3.9134 0.1677 1.2826
H -3.6047 -1.4672 3.6329
H 2.3318 -2.9385 -1.5678
H -1.4409 0.1875 -2.3543
H -4.6309 -4.6878 -3.4599
H 2.7467 2.8351 -1.4961
H 0.9806 -3.9988 5.7194
H 0.1095 -2.5734 1.1025
H -2.0466 -5.1658 0.5813
H -3.1498 2.5328 -5.6575
H 5.3716 -5.3969 -0.6232
H -0.6229 3.7043 5.1765
H -1.4114 6.0689 3.4942
H -1.7572 -5.3337 3.3961
H -4.3570 -2.0500 -2.0568
H 4.7025 5.5676 -0.6065
H 0.7909 4.9301 2.0273
H 1.8978 4.2079 0.1380
H -4.8055 -4.4970 -1.6970
H 0.0712 3.6991 -3.9682
H 0.2681 4.9600 -5.2417
H 0.2593 -6.7057 0.0188
H -5.1533 0.1162 4.7065
H -1.5398 5.2338 2.0044
H -2.4277 -4.3456 -4.4081
H 3.2641 -1.9333 -5.6522
H 4.2802 -1.0637 -3.6562
H 0.2091 5.7371 -2.0130
H -4.5078 -2.5383 7.4222
H -1.6392 -6.7450 1.3605
H 1.8279 -2.0279 1.0897
H 0.8265 -0.5201 -5.2392
H -3.7355 0.8773 5.5433
H 2.3737 4.4611 -3.7595
H 0.7825 -1.7599 2.5513
H -5.4273 1.5414 0.8552
H -2.6207 -1.8118 -4.2331
H -1.2819 3.5304 -6.7455
H -1.1831 2.1593 4.3107
H 4.5122 -3.2905 0.3376
H -2.0706 -2.0026 -2.5735
H 0.0566 -5.0213 -0.2506
H 3.7374 4.3622 -2.7439
H -3.6256 1.7721 1.0934
H 0.2973 3.7826 -0.4700
H -5.9912 2.2553 -4.3699
H 0.2829 -2.3231 7.3720
H -5.5443 -2.2237 5.9281
H 5.9894 5.1454 -1.6865
H -4.7808 -2.3289 -3.7356
H 1.6032 0.2116 6.7161
H 1.3211 3.0238 3.9025
H -6.6619 2.8983 -2.9310
H 3.3919 0.9275 -2.6048
H -1.5498 5.2864 -3.1933
H -3.7180 -3.1820 4.7964
H 3.8833 -2.1028 -1.5041
H 3.8423 -6.0021 -0.0992
H -2.0766 5.5506 -4.8680
H -1.1504 -3.9161 2.5131
H 1.2241 2.8910 -2.4613
H 2.5683 1.2725 1.1912
H 0.8837 5.4079 3.7488
H -2.2888 -0.7769 4.6008
H 0.0541 1.0217 -2.5405
H 4.4413 -5.8301 -2.7496
H 2.6678 -3.3067 5.8525
H 0.6333 -6.3824 3.1185
H -2.5720 -2.6633 6.0245
H -1.3289 1.8723 -1.9344
H -2.1033 1.8130 -4.3967
H 4.0046 1.4747 2.3671
H 1.9389 -2.0058 7.6397
H 0.9739 6.4331 -0.6610
H 6.2558 5.0734 0.1030
```

Values from the calculation:
Lowest unoccupied orbital energy (eV): 0.56
M (g mol⁻¹): 919.20
HOMO-LUMO gap (eV): 10.04
SMILES: COC(=O)OC.COC(=O)OC.COC(=O)OC.C1CCOC1.C1CCOC1.C1CCOC1.C1CCOC1.C1CCOC1.C1CCOC1.C1CCOC1.C1CCOC1.C1CCOC1
E_HOMO (eV): -9.48

Version ii
ORCA calculation (the ωB97M-V functional and the def2-TZVPD basis) on a 12-piece molecular cluster, C45H90O18 overall.

The geometry in XYZ format:
```
153
C45H90O18, DFT the ωB97M-V functional and the def2-TZVPD basis
O 4.3930 2.9155 -1.5055
O -2.6054 4.3891 -2.2230
O -4.1186 3.5438 3.4317
O -5.4259 -0.3944 4.5847
O -3.3553 2.8326 1.4581
O -1.7276 -3.2604 5.5015
O 4.4647 -1.3210 -4.4972
O 1.5222 1.1577 -4.3777
O -3.5723 -4.7604 3.2638
O 0.4972 -6.0008 -2.6819
O 1.2619 2.3975 3.5667
O 0.6078 -4.6069 -1.0660
O 0.3763 0.4370 -0.7784
O 0.1781 -0.8773 1.0791
O -4.7162 4.6127 1.6853
O 7.2612 -1.2631 0.5137
O -1.4931 0.3677 0.2289
O -1.1901 -5.9422 -1.1976
C 1.6856 -0.0732 -1.0125
C 5.2566 -2.0306 -5.4427
C -0.2558 -0.1092 0.2723
C -2.3056 0.0828 1.3477
C 2.6230 2.5177 3.1207
C 3.4266 -2.1377 -3.9951
C 0.2956 0.4208 -4.4811
C 2.2050 0.9785 -5.6077
C -6.2170 0.3364 3.6636
C 1.5200 -0.0771 -6.4617
C -3.2616 2.6522 4.1341
C -0.8703 -2.9708 4.4076
C -3.1605 -3.9329 2.1732
C 5.1746 -0.3240 -0.0570
C 3.3637 2.7620 -2.4734
C -0.8862 3.7747 -0.7981
C 4.3911 4.9187 -2.5904
C -4.8230 4.7595 0.2885
C 6.1684 -0.5489 1.0840
C -2.0759 3.2149 -1.5405
C 5.3103 3.8688 -2.0084
C 3.3478 4.0737 -3.3123
C -2.4742 -1.2513 4.4955
C -1.0171 -1.4848 4.1326
C 7.4116 -0.8647 -0.8388
C -0.4009 4.8887 -1.6543
C -3.7087 -6.0502 2.6603
C -1.7689 5.5165 -2.0152
C -3.9304 3.6351 2.1369
C -3.9198 -4.4156 0.9628
C -2.7867 -2.2973 5.5778
C 4.1021 -3.5208 -3.9177
C 1.3013 4.1250 2.0068
C 6.1236 -0.0920 -1.2232
C 0.0574 -7.1942 -3.3127
C 0.1136 -3.9801 0.1221
C -4.4946 -5.7750 1.3806
C 2.5576 3.3231 1.8296
C -0.1344 -5.5488 -1.6159
C -7.0671 1.2782 4.5054
C 0.3777 3.0542 2.6313
C -7.3249 0.4465 5.7506
C -6.0569 -0.4100 5.8880
C 0.0778 0.1425 -5.9648
C 4.7975 -3.4751 -5.2789
H -2.0645 -3.9631 2.1304
H 1.3145 4.9986 2.6563
H 3.9141 5.4450 -1.7597
H 5.1254 -1.7250 -6.4838
H 2.4657 -2.2100 -4.5169
H -0.1199 3.0016 -0.6670
H 0.1440 -3.2718 4.6811
H 4.1061 -3.8193 -6.0519
H -8.1903 -0.1935 5.5529
H -4.2576 -6.5879 0.6901
H 6.3224 -1.9828 -5.2145
H 3.6248 1.8834 -3.0705
H -4.2138 -6.7454 3.3334
H 0.0618 2.2508 1.9597
H -4.8821 3.8192 -0.2635
H -1.6376 2.5622 -2.3061
H -5.5458 -5.7929 1.6539
H 5.7972 -0.5117 -2.1744
H -3.3172 0.4365 1.1714
H -3.3357 -4.4173 0.0431
H -2.2101 2.9391 4.0841
H 3.1533 3.0922 3.8842
H -2.4076 -0.9894 1.5271
H -6.9382 -0.2957 3.1274
H 2.3656 2.6048 -2.0640
H -3.3641 -2.8804 2.3886
H -0.3038 -6.9671 -4.3113
H -0.6590 -3.3123 -0.2583
H 6.3534 0.9686 -1.3219
H 4.8887 5.6747 -3.2000
H -1.1892 4.1076 0.2006
H -2.8097 2.6682 -0.9600
H 5.9504 3.3978 -2.7718
H 3.1571 -1.7681 -3.0031
H -3.5558 2.7222 5.1763
H 3.6303 3.8705 -4.3451
H 5.7399 -1.0386 1.9562
H 1.8254 -1.0994 -6.2496
H -0.4098 -0.8558 4.7883
H 8.2883 -0.2503 -1.0570
H -2.0439 6.1994 -1.2061
H -1.9755 0.5767 2.2605
H 3.0506 1.5201 3.0231
H 1.5900 0.1282 -7.5286
H -2.7963 -0.2719 4.8474
H -8.0168 1.5487 4.0432
H 2.3215 0.0730 -0.1373
H 0.8737 -3.4176 0.6571
H 4.6524 -1.2711 -0.2201
H -6.3558 -1.4370 6.0785
H -0.2241 -4.7410 0.8260
H 3.4754 3.9132 1.7718
H 6.0157 4.2011 -1.2463
H -0.7849 -1.2306 3.0975
H 4.4715 0.5027 -0.0068
H 0.9165 -7.8585 -3.4116
H 2.1444 0.5269 -1.7925
H 6.5409 0.4172 1.4500
H -3.7512 -2.7286 5.3077
H 0.2924 5.5642 -1.1526
H -1.6250 6.0770 -2.9393
H -0.6568 -7.7120 -2.6753
H -3.9573 5.2863 -0.1204
H -6.4876 2.1911 4.6684
H -2.7869 -1.8812 6.5839
H -5.3954 0.0705 6.6046
H 0.7866 4.4222 1.0907
H 7.4570 -1.7497 -1.4779
H -5.7128 5.3381 0.0525
H 5.6184 -4.1975 -5.3281
H -0.3915 1.0050 -6.4354
H 0.3690 -0.4838 -3.8681
H -2.6969 -6.4599 2.5409
H -3.3140 1.6327 3.7548
H 2.2785 1.9417 -6.1259
H -3.0829 -1.4636 3.6121
H -0.5482 1.0144 -4.1169
H 3.2195 0.6326 -5.3781
H 1.6299 -1.1357 -1.2492
H -4.7938 -3.7862 0.7740
H -1.1121 -3.5976 3.5398
H -5.6183 0.8781 2.9317
H 2.4953 2.7069 0.9310
H -0.4606 3.4680 3.1864
H 2.3911 4.5912 -3.2861
H -7.6035 0.9736 6.6626
H 0.0708 4.4887 -2.5562
H -0.5546 -0.7456 -6.0197
H 4.7702 -3.5719 -3.0593
H 3.3932 -4.3470 -3.8693
```

Values from the calculation:
Lowest unoccupied orbital energy (eV): 0.46
M (g mol⁻¹): 919.20
HOMO-LUMO gap (eV): 9.24
SMILES: COC(=O)OC.COC(=O)OC.COC(=O)OC.C1CCOC1.C1CCOC1.C1CCOC1.C1CCOC1.C1CCOC1.C1CCOC1.C1CCOC1.C1CCOC1.C1CCOC1
E_HOMO (eV): -8.78

So which one is most stable? That would be version ii, about 124.0 kJ/mol below the next structure.